Density functional theory data (wB97M-V/def2-TZVPD) for a structure of composition C30H44NO4SeSn.

Structure (XYZ):
```
81
Properties=species:S:1:pos:R:3:mulliken_charge:R:1
Sn 0.713 -0.037 -0.096 0.724
C -2.166 -2.528 6.798 -1.924
C -2.739 -1.182 6.356 1.920
C -2.434 -0.147 7.447 -1.721
C -4.261 -1.335 6.214 -1.606
C -2.152 -0.720 5.027 -0.883
C -1.236 -1.455 4.295 0.148
C -0.744 -0.993 3.082 -0.648
Se 0.428 -2.193 2.135 0.118
C -0.966 -3.084 1.151 -0.531
C -1.599 -4.151 1.754 -0.106
C -2.683 -4.783 1.156 -0.505
C -3.093 -4.271 -0.069 -0.227
C -2.496 -3.189 -0.713 -0.208
C -1.363 -2.575 -0.115 1.391
O -0.718 -1.598 -0.692 -1.043
C -3.133 -2.747 -2.043 2.186
C -2.983 -3.880 -3.072 -1.762
C -2.548 -1.478 -2.673 -2.035
C -4.630 -2.467 -1.820 -1.734
C -3.362 -5.955 1.857 2.167
C -2.355 -7.095 2.058 -1.799
C -3.884 -5.500 3.228 -1.675
C -4.548 -6.500 1.058 -2.193
C -1.126 0.251 2.531 1.401
O -0.629 0.707 1.396 -0.605
C -2.086 1.001 3.262 -0.275
C -2.546 0.491 4.471 -0.164
C -2.696 2.353 2.844 2.331
C -2.328 3.416 3.893 -1.756
C -2.256 2.895 1.482 -2.068
C -4.228 2.216 2.779 -1.798
H -2.597 -2.812 7.761 0.446
H -1.081 -2.484 6.915 0.396
H -2.399 -3.318 6.082 0.158
H -2.824 -0.482 8.412 0.464
H -2.888 0.818 7.218 0.307
H -1.358 0.005 7.543 0.351
H -4.699 -1.707 7.144 0.474
H -4.501 -2.037 5.413 0.276
H -4.734 -0.382 5.975 0.316
H -0.888 -2.418 4.643 0.432
H -1.239 -4.480 2.723 0.239
H -3.940 -4.733 -0.558 0.194
H -1.928 -4.093 -3.251 0.362
H -3.442 -3.593 -4.022 0.447
H -3.458 -4.800 -2.730 0.307
H -1.501 -1.597 -2.940 0.408
H -2.622 -0.630 -1.992 0.137
H -3.123 -1.251 -3.576 0.500
H -5.171 -3.344 -1.467 0.306
H -5.093 -2.144 -2.756 0.498
H -4.761 -1.674 -1.081 0.354
H -1.494 -6.764 2.640 0.296
H -1.987 -7.455 1.095 0.394
H -2.821 -7.931 2.586 0.456
H -3.076 -5.119 3.855 0.273
H -4.358 -6.332 3.756 0.476
H -4.617 -4.699 3.113 0.380
H -4.237 -6.865 0.077 0.413
H -5.317 -5.739 0.912 0.377
H -5.000 -7.335 1.598 0.443
H -3.272 1.081 5.017 0.170
H -1.245 3.532 3.952 0.389
H -2.693 3.157 4.887 0.283
H -2.760 4.381 3.616 0.465
H -1.185 3.094 1.452 0.417
H -2.785 3.833 1.293 0.550
H -2.513 2.192 0.692 0.341
H -4.662 1.927 3.737 0.337
H -4.511 1.460 2.044 0.365
H -4.674 3.168 2.483 0.479
N -0.599 1.514 -1.277 -0.304
C 0.191 2.458 -2.092 -0.633
C 1.448 2.930 -1.300 0.613
O 1.635 4.145 -1.221 -0.722
O 2.144 1.974 -0.855 -0.710
H -1.367 1.100 -1.793 0.257
H -1.001 1.989 -0.470 0.018
H -0.403 3.315 -2.409 0.327
H 0.546 1.918 -2.972 0.361
```

Kohn-Sham gap ... 7.01 eV
Total charge ... -1
LUMO ... 2.34 eV

---

Density functional theory data (wB97M-V/def2-TZVPD) for a structure of composition C30H45BFeN8OP in a non-equilibrium geometry.

Structure (XYZ):
```
87
Properties=species:S:1:pos:R:3:lowdin_spin:R:1
Fe 1.549 -0.566 -0.343 3.512
C 2.933 0.373 3.578 0.014
C 2.057 0.636 2.522 0.013
N 2.423 -0.093 1.427 0.092
N 3.624 -0.727 1.748 0.011
C 3.903 -0.532 3.038 0.020
B 4.022 -1.831 0.667 -0.003
N 2.936 -2.917 0.586 0.007
C 2.946 -4.182 1.013 0.012
C 1.651 -4.700 0.932 0.009
C 0.918 -3.637 0.371 0.010
N 1.715 -2.548 0.221 0.059
N 3.579 -0.947 -0.712 0.026
C 4.505 -0.483 -1.470 0.011
C 4.128 0.279 -2.618 0.481
C 2.802 0.818 -2.691 0.142
N 1.828 0.518 -2.025 0.478
N 5.384 -2.299 0.782 -0.011
C 6.108 -3.404 0.372 -0.002
C 7.403 -3.161 0.663 -0.006
C 7.446 -1.940 1.299 -0.011
N 6.228 -1.453 1.377 0.001
H 2.809 0.797 4.525 0.001
H 1.268 1.330 2.507 0.000
H 4.724 -1.031 3.527 0.001
H 3.787 -4.650 1.411 0.001
H 1.267 -5.653 1.197 0.001
H -0.121 -3.648 0.188 0.000
H 5.542 -0.602 -1.224 -0.016
H 4.864 0.577 -3.343 0.022
H 2.733 1.730 -3.362 0.022
H 5.652 -4.161 -0.218 0.000
H 8.270 -3.740 0.514 0.000
H 8.304 -1.353 1.552 0.000
O -0.320 -0.265 -0.074 0.068
P -1.657 0.278 -0.608 0.011
C -2.582 -1.071 -1.487 0.003
C -2.759 -2.243 -0.567 0.000
C -4.016 -2.126 0.393 0.000
C -5.265 -1.634 -0.269 0.000
C -5.041 -0.394 -1.173 0.000
C -3.892 -0.688 -2.170 0.001
C -1.468 1.709 -1.607 0.001
C -0.903 1.403 -3.053 0.009
C -0.500 2.727 -3.697 0.000
C -1.422 3.894 -3.281 0.000
C -1.153 4.190 -1.801 0.000
C -0.710 2.924 -1.023 0.001
C -2.584 0.734 0.953 0.000
C -2.999 2.248 1.095 0.000
C -2.208 3.022 2.190 0.000
C -2.415 2.371 3.540 0.000
C -2.568 0.875 3.412 0.000
C -1.773 0.331 2.185 0.000
H -1.824 -1.366 -2.231 0.000
H -1.853 -2.448 0.041 0.000
H -2.903 -3.144 -1.152 0.000
H -3.764 -1.524 1.228 0.000
H -4.159 -3.117 0.813 0.000
H -6.022 -1.385 0.474 0.000
H -5.740 -2.393 -0.900 0.000
H -4.810 0.459 -0.537 0.000
H -5.969 -0.299 -1.821 0.000
H -3.798 0.195 -2.798 0.000
H -4.213 -1.497 -2.845 0.000
H -2.533 1.953 -1.714 0.000
H -1.657 0.904 -3.588 0.001
H -0.068 0.758 -3.051 0.004
H -0.506 2.672 -4.781 0.000
H 0.459 2.974 -3.348 0.000
H -2.456 3.754 -3.606 0.000
H -1.042 4.740 -3.822 0.000
H -2.062 4.592 -1.312 0.000
H -0.306 4.887 -1.722 0.000
H -0.792 3.039 0.082 0.000
H 0.338 2.718 -1.240 0.001
H -3.449 0.163 0.960 0.000
H -4.050 2.187 1.327 0.000
H -2.879 2.824 0.128 0.000
H -2.393 4.063 2.215 0.000
H -1.153 2.912 1.948 0.000
H -3.381 2.719 3.950 0.000
H -1.636 2.627 4.250 0.000
H -3.647 0.600 3.250 0.000
H -2.230 0.389 4.342 0.000
H -1.780 -0.739 2.229 0.000
H -0.675 0.699 2.264 0.000
```

Kohn-Sham gap (alpha / beta) ... 5.00 / 5.44 eV
Total charge ... +2
LUMO (alpha / beta) ... -9.49 / -9.04 eV
<S²> ... 8.96
2S+1 ... 6

---

Density functional theory data (wB97M-V/def2-TZVPD) for a structure of composition C30H45Br16FN4O3S2 in a non-equilibrium geometry.

Structure (XYZ):
```
101
Properties=species:S:1:pos:R:3:mulliken_charge:R:1
N 0.149 1.489 -0.030 -0.273
C 0.650 2.058 -1.273 -0.514
C 2.143 2.517 -1.247 1.425
O 2.724 2.333 0.045 -0.594
C 2.997 1.925 -2.377 -2.064
C 2.717 0.470 -2.678 0.765
C 2.837 -0.506 -1.737 -0.519
C 2.532 -1.879 -1.992 0.507
C 2.678 -2.806 -0.832 -0.357
C 1.856 -2.627 0.245 -0.825
C 1.937 -3.401 1.413 -0.405
C 2.882 -4.398 1.406 -0.849
C 3.671 -4.508 0.237 -0.409
N 3.640 -3.764 -0.836 -0.400
C 2.103 -2.255 -3.237 -0.219
S 1.613 -3.886 -3.749 1.222
O 2.315 -4.208 -4.942 -0.636
O 0.194 -3.875 -3.882 -0.631
F 1.962 -4.885 -2.619 0.068
C 1.996 -1.256 -4.257 0.695
N 1.608 -1.459 -5.515 -0.565
S 1.653 -0.041 -6.251 0.132
N 2.155 0.912 -5.048 -0.670
C 2.302 0.115 -3.997 0.833
H 0.746 0.742 0.294 0.096
H 0.057 2.211 0.668 0.279
H 0.045 2.950 -1.431 -0.154
H 0.418 1.393 -2.108 0.224
H 2.142 3.598 -1.396 -0.389
H 3.494 1.766 -0.027 0.410
H 2.931 2.544 -3.268 0.320
H 4.045 2.003 -2.062 0.584
H 3.167 -0.203 -0.754 0.569
H 1.123 -1.827 0.207 0.625
H 1.302 -3.222 2.270 0.570
H 2.993 -5.049 2.259 0.542
H 4.411 -5.304 0.245 0.542
Br -2.034 4.419 -0.179 -0.048
C -3.516 3.158 -0.026 -0.505
C -3.804 2.794 1.405 -0.385
Br -2.481 1.540 2.075 -0.156
H -3.254 2.298 -0.635 0.439
H -4.369 3.671 -0.471 0.222
H -4.760 2.280 1.489 0.456
H -3.797 3.651 2.067 -0.002
Br -2.715 2.731 -3.686 -0.091
C -4.031 4.147 -3.884 -0.581
C -5.435 3.632 -3.707 -0.552
Br -6.050 2.660 -5.276 -0.159
H -3.867 4.596 -4.858 0.458
H -3.790 4.871 -3.106 0.229
H -6.131 4.459 -3.591 0.407
H -5.531 2.956 -2.862 0.288
Br 0.600 -9.955 -0.316 -0.184
C 1.383 -8.745 -1.624 -0.568
C 2.520 -7.960 -1.026 -0.718
Br 1.880 -6.533 0.139 0.018
H 0.578 -8.115 -1.988 0.358
H 1.737 -9.381 -2.433 0.407
H 3.086 -7.456 -1.809 0.318
H 3.191 -8.570 -0.430 0.475
Br 3.687 6.104 -0.461 -0.132
C 2.325 7.473 -0.687 -0.355
C 0.940 6.902 -0.574 -0.858
Br 0.415 5.932 -2.181 -0.196
H 2.511 7.946 -1.646 0.385
H 2.504 8.190 0.112 0.157
H 0.207 7.699 -0.473 0.539
H 0.835 6.210 0.256 0.426
Br -1.747 -4.277 1.618 -0.092
C -0.834 -5.607 2.708 -0.226
C -1.131 -5.421 4.170 -0.491
Br -0.124 -3.924 4.907 -0.144
H 0.225 -5.531 2.483 -0.150
H -1.207 -6.567 2.357 0.405
H -0.811 -6.290 4.741 0.270
H -2.180 -5.227 4.366 0.422
Br -4.687 7.995 0.001 -0.119
C -5.622 6.922 1.327 -0.445
C -5.066 7.134 2.711 -0.604
Br -3.374 6.205 2.942 -0.126
H -5.550 5.889 1.001 0.186
H -6.659 7.247 1.279 0.369
H -5.734 6.710 3.457 0.337
H -4.886 8.180 2.940 0.397
Br 3.968 8.201 2.736 -0.118
C 2.771 9.188 3.912 -0.562
C 1.420 8.533 4.016 -0.577
Br 0.334 8.862 2.435 -0.141
H 2.721 10.203 3.531 0.350
H 3.264 9.190 4.882 0.350
H 0.854 8.958 4.841 0.341
H 1.482 7.456 4.137 0.374
Br -2.341 -13.515 4.031 -0.156
C -1.547 -12.322 2.715 -0.587
C -0.405 -11.533 3.297 -0.312
Br -1.040 -10.081 4.429 -0.119
H -2.346 -11.691 2.340 0.391
H -1.192 -12.970 1.917 0.349
H 0.163 -11.050 2.507 0.017
H 0.260 -12.138 3.905 0.382
```

Kohn-Sham gap ... 7.73 eV
Total charge ... 0
LUMO ... -0.90 eV